(1)
Formula: H3N2OP
Source: OMol25
Level of theory: the ωB97M-V functional and the def2-TZVPD basis

XYZ file:
```
7
Properties=species:S:1:pos:R:3:nbo_charge:R:1
N 1.441 0.343 0.197 -0.62
N 0.225 -0.234 0.136 -0.66
P -1.249 0.639 0.057 1.06
O -2.234 -0.630 -0.001 -0.99
H 1.483 1.354 0.257 0.34
H 2.061 -0.031 -0.514 0.36
H -1.727 -1.442 -0.132 0.51
```

Summary:
Gap between HOMO and LUMO   8.20 eV
Lowest unoccupied orbital energy   0.192 eV

---

(2)
Formula: H3N2OP
Source: OMol25
Level of theory: the ωB97M-V functional and the def2-TZVPD basis

XYZ file:
```
7
Properties=species:S:1:pos:R:3:nbo_charge:R:1
N -0.981 -0.615 0.442 -0.70
N 0.202 0.468 0.032 -0.77
P 0.925 1.121 1.308 1.27
O 1.837 2.139 0.516 -1.02
H -1.376 -1.037 -0.374 0.36
H -0.576 -1.354 0.997 0.34
H 1.695 2.582 -0.323 0.53
```

Summary:
Gap between HOMO and LUMO   9.21 eV
Lowest unoccupied orbital energy   0.213 eV

---

Last place for stability: (2)

---

(1)
Formula: CH4N2P2
Source: OMol25
Level of theory: the ωB97M-V functional and the def2-TZVPD basis

XYZ file:
```
9
Properties=species:S:1:pos:R:3:nbo_charge:R:1
H -0.709 -2.078 -1.685 0.30
N -0.157 -2.261 -0.830 -0.48
C 0.567 -0.785 -0.297 -0.60
P 1.935 -0.119 0.510 0.28
P 0.314 0.883 -0.718 0.85
N -1.051 1.424 0.176 -1.14
H 1.568 -0.616 1.729 -0.01
H -1.253 2.477 0.068 0.40
H -1.215 1.074 1.048 0.39
```

Summary:
Gap between HOMO and LUMO (alpha / beta)   7.98 / 7.42 eV
Lowest unoccupied orbital energy (alpha / beta)   -0.874 / -0.477 eV

---

(2)
Formula: CH4N2P2
Source: OMol25
Level of theory: the ωB97M-V functional and the def2-TZVPD basis

XYZ file:
```
9
Properties=species:S:1:pos:R:3:nbo_charge:R:1
C 1.151 -0.031 -0.023 0.06
N 2.311 0.363 0.172 -0.61
N -1.082 -1.154 -0.148 -1.18
P -1.221 1.930 0.126 -0.11
P -0.365 0.177 -0.877 0.69
H 2.995 0.979 -0.148 0.41
H -0.382 -1.973 0.091 0.40
H -1.948 -1.477 -0.432 0.39
H -1.459 1.185 1.239 -0.04
```

Summary:
Gap between HOMO and LUMO (alpha / beta)   7.37 / 5.91 eV
Lowest unoccupied orbital energy (alpha / beta)   -0.548 / -1.345 eV

---

Last place for stability: (1)

---

(1)
Formula: H18O9
Source: OMol25
Level of theory: the ωB97M-V functional and the def2-TZVPD basis

XYZ file:
```
27
Properties=species:S:1:pos:R:3:nbo_charge:R:1
O -0.250 0.658 -0.363 -0.93
H 0.189 1.300 0.206 0.48
H 0.404 0.462 -1.043 0.45
O -1.364 -0.507 2.483 -0.94
H -1.081 -1.421 2.603 0.46
H -1.828 -0.515 1.638 0.48
O -2.119 3.029 0.236 -0.95
H -2.419 3.137 -0.674 0.48
H -2.842 3.386 0.765 0.47
O 2.741 0.185 2.383 -0.91
H 1.941 -0.077 1.913 0.46
H 2.934 -0.567 2.954 0.45
O 0.301 -2.087 -0.116 -0.92
H 0.486 -1.297 0.404 0.47
H 0.862 -1.993 -0.894 0.45
O 2.918 -2.429 1.431 -0.91
H 3.188 -2.120 2.303 0.45
H 2.432 -1.684 1.059 0.45
O -0.772 1.554 2.185 -0.94
H -1.422 1.691 2.883 0.48
H -0.687 2.419 1.770 0.46
O 2.180 -0.877 -4.214 -0.93
H 2.149 -1.051 -3.267 0.46
H 1.253 -0.849 -4.478 0.47
O -2.968 -0.296 -3.718 -0.93
H -2.465 0.369 -4.200 0.46
H -3.763 -0.419 -4.249 0.47
```

Summary:
Gap between HOMO and LUMO   10.51 eV
Lowest unoccupied orbital energy   -0.072 eV

---

(2)
Formula: H18O9
Source: OMol25
Level of theory: the ωB97M-V functional and the def2-TZVPD basis

XYZ file:
```
27
Properties=species:S:1:pos:R:3:nbo_charge:R:1
O 7.022 9.096 4.930 -0.99
H 6.147 9.511 4.650 0.51
H 6.999 8.194 4.549 0.49
O 4.127 7.005 7.565 -1.00
H 3.519 7.662 7.917 0.49
H 5.093 7.225 7.695 0.51
O 4.672 10.694 5.030 -1.00
H 4.191 11.426 4.643 0.49
H 4.559 10.655 5.988 0.51
O 7.279 5.947 4.714 -0.98
H 6.386 5.669 4.535 0.51
H 7.894 5.289 4.420 0.49
O 6.910 9.424 7.672 -0.98
H 7.004 8.470 8.011 0.49
H 6.711 9.236 6.749 0.50
O 4.617 4.306 3.662 -1.00
H 4.310 5.231 3.997 0.50
H 3.800 3.759 3.715 0.47
O 4.413 10.590 7.739 -0.99
H 4.651 11.062 8.537 0.48
H 5.289 10.139 7.737 0.50
O 4.556 6.808 4.700 -1.01
H 4.083 7.613 4.376 0.50
H 4.491 6.806 5.684 0.52
O 6.770 6.364 7.410 -1.06
H 6.445 5.483 7.782 0.51
H 7.066 6.497 6.420 0.54
```

Summary:
Gap between HOMO and LUMO   11.46 eV
Lowest unoccupied orbital energy   0.344 eV

---

Last place for stability: (1)

---

(1)
Formula: H18O9
Source: OMol25
Level of theory: the ωB97M-V functional and the def2-TZVPD basis

XYZ file:
```
27
Properties=species:S:1:pos:R:3:nbo_charge:R:1
O 0.196 -0.647 -3.245 -0.96
H -0.203 -0.422 -2.340 0.50
H 1.013 -0.185 -3.218 0.45
O -3.311 0.276 1.574 -0.94
H -2.976 0.891 0.994 0.47
H -2.583 -0.130 1.737 0.44
O 1.210 -2.757 -1.406 -0.93
H 0.646 -2.138 -1.535 0.45
H 1.852 -2.746 -2.329 0.48
O 3.169 -0.773 0.281 -0.95
H 2.740 -1.557 0.637 0.47
H 2.430 -0.196 -0.038 0.47
O -2.053 2.059 0.041 -0.97
H -1.251 1.525 -0.003 0.48
H -2.488 1.864 -0.918 0.48
O -0.082 0.385 -0.517 -1.04
H -0.154 0.183 0.384 0.49
H 0.447 1.170 -0.799 0.49
O 0.612 0.445 1.750 -0.94
H 0.327 -0.424 2.088 0.49
H 0.074 0.967 2.336 0.48
O -1.374 -1.609 2.364 -0.96
H -0.809 -2.267 2.039 0.49
H -1.609 -1.620 3.210 0.48
O 1.039 2.623 -0.996 -0.91
H 1.599 2.748 -0.298 0.49
H 1.535 2.339 -1.791 0.49
```

Summary:
Gap between HOMO and LUMO   10.51 eV
Lowest unoccupied orbital energy   -0.189 eV

---

(2)
Formula: H18O9
Source: OMol25
Level of theory: the ωB97M-V functional and the def2-TZVPD basis

XYZ file:
```
27
Properties=species:S:1:pos:R:3:nbo_charge:R:1
O 11.174 -1.506 22.208 -0.85
H 11.673 -0.690 22.171 0.51
H 11.770 -2.167 21.854 0.53
O 9.819 -2.249 20.960 -0.92
H 10.626 -1.996 21.408 0.42
H 9.840 -1.764 20.135 0.38
O 8.761 -0.932 25.087 -0.98
H 8.453 -0.169 24.598 0.46
H 9.675 -1.033 24.823 0.46
O 9.291 2.014 21.770 -1.02
H 9.167 1.882 22.710 0.43
H 8.430 2.280 21.449 0.43
O 8.873 1.556 23.803 -0.92
H 9.086 0.692 23.449 0.41
H 9.550 1.720 24.458 0.44
O 8.594 -0.278 20.676 -0.83
H 9.114 -0.836 20.098 0.48
H 7.698 -0.600 20.578 0.53
O 6.860 0.766 20.810 -0.98
H 7.042 1.705 20.854 0.45
H 7.724 0.354 20.811 0.41
O 9.285 -0.108 22.926 -0.85
H 8.793 -0.125 22.105 0.51
H 10.075 -0.617 22.743 0.48
O 10.625 -0.093 24.792 -0.90
H 10.734 0.645 25.391 0.50
H 10.872 0.255 23.935 0.45
```

Summary:
Gap between HOMO and LUMO   8.33 eV
Lowest unoccupied orbital energy   -0.800 eV

---

(3)
Formula: H18O9
Source: OMol25
Level of theory: the ωB97M-V functional and the def2-TZVPD basis

XYZ file:
```
27
Properties=species:S:1:pos:R:3:nbo_charge:R:1
O 0.099 0.292 1.139 -0.95
H -0.488 -0.463 0.778 0.49
H -0.425 1.096 1.049 0.47
O 4.351 -1.305 1.163 -0.95
H 3.403 -1.311 1.024 0.47
H 4.657 -0.374 1.172 0.48
O -4.066 -2.935 1.324 -0.96
H -3.528 -3.650 0.981 0.47
H -4.698 -3.252 2.045 0.49
O 2.016 -3.310 2.259 -0.93
H 2.837 -3.093 2.719 0.48
H 2.251 -3.192 1.350 0.46
O -0.640 2.757 -3.597 -0.93
H -0.671 3.599 -3.004 0.45
H -0.145 2.176 -3.034 0.48
O 1.978 1.936 -2.176 -0.92
H 2.705 2.467 -2.516 0.46
H 1.427 2.684 -1.754 0.47
O 2.084 1.674 -0.112 -0.96
H 2.169 1.113 0.670 0.47
H 2.999 1.819 -0.506 0.47
O -3.459 1.686 1.071 -0.94
H -3.020 2.462 1.442 0.47
H -2.726 1.071 0.752 0.47
O -2.699 -1.186 -1.354 -0.96
H -2.968 -2.016 -1.016 0.48
H -3.442 -0.746 -1.867 0.49
```

Summary:
Gap between HOMO and LUMO   10.44 eV
Lowest unoccupied orbital energy   0.097 eV

---

(4)
Formula: H18O9
Source: OMol25
Level of theory: the ωB97M-V functional and the def2-TZVPD basis

XYZ file:
```
27
Properties=species:S:1:pos:R:3:nbo_charge:R:1
O -0.084 0.578 -0.931 -0.94
H -0.697 0.396 -1.659 0.48
H -0.601 1.142 -0.356 0.46
O 2.985 0.196 -2.226 -0.91
H 3.911 0.084 -2.078 0.45
H 2.632 -0.447 -1.498 0.45
O -3.448 3.456 -1.029 -0.94
H -3.790 4.126 -1.598 0.47
H -3.326 2.678 -1.581 0.47
O 1.781 1.937 2.380 -0.90
H 1.471 2.763 2.786 0.43
H 1.072 1.726 1.856 0.47
O -2.355 -1.689 -1.164 -0.95
H -3.255 -1.859 -1.462 0.47
H -2.015 -2.512 -0.768 0.48
O 1.731 -1.902 1.452 -0.95
H 2.433 -1.368 0.973 0.45
H 1.915 -1.829 2.410 0.49
O 0.583 -1.940 -1.753 -0.94
H 0.245 -2.837 -1.985 0.47
H 0.954 -1.996 -0.877 0.47
O -3.625 -1.683 2.401 -0.93
H -3.210 -1.543 1.591 0.47
H -4.224 -0.904 2.458 0.47
O 2.502 1.147 0.904 -0.89
H 3.480 1.302 1.004 0.47
H 2.455 0.274 0.507 0.42
```

Summary:
Gap between HOMO and LUMO   9.50 eV
Lowest unoccupied orbital energy   0.128 eV

---

Last place for stability: (2)

---

(1)
Formula: C5H3NO3
Source: OMol25
Level of theory: the ωB97M-V functional and the def2-TZVPD basis

XYZ file:
```
12
Properties=species:S:1:pos:R:3:nbo_charge:R:1
O 2.172 -1.153 0.069 -0.57
C 1.625 -0.064 0.086 0.75
O 2.180 1.156 -0.158 -0.64
C 0.204 -0.034 -0.053 -0.35
C -0.478 -1.185 -0.223 0.12
N -1.872 -1.105 -0.194 -0.38
C -2.115 0.152 0.251 0.04
C -0.846 0.984 0.053 0.50
O -0.643 2.132 -0.160 -0.42
H 3.082 0.902 0.278 0.49
H -0.135 -2.335 -0.230 0.24
H -3.173 0.550 0.282 0.22
```

Summary:
Gap between HOMO and LUMO   8.13 eV
Lowest unoccupied orbital energy   -1.997 eV

---

(2)
Formula: C5H3NO3
Source: OMol25
Level of theory: the ωB97M-V functional and the def2-TZVPD basis

XYZ file:
```
12
Properties=species:S:1:pos:R:3:nbo_charge:R:1
C -1.319 1.257 -0.108 -0.33
C -0.360 2.217 -0.218 0.10
C 0.276 -2.089 0.167 0.26
C -0.573 0.014 -0.107 0.09
C 0.717 0.346 -0.204 0.22
N 1.416 -1.620 0.196 0.16
O 2.605 -1.845 0.189 -0.34
O 0.889 1.687 -0.289 -0.41
O -0.840 -1.298 0.046 -0.42
H -2.373 1.191 0.020 0.24
H -0.630 3.249 -0.198 0.21
H 0.192 -3.109 0.508 0.22
```

Summary:
Gap between HOMO and LUMO (alpha / beta)   8.02 / 7.99 eV
Lowest unoccupied orbital energy (alpha / beta)   -0.883 / -0.880 eV

---

Last place for stability: (2)

---

(1)
Formula: C8H15N2
Source: OMol25
Level of theory: the ωB97M-V functional and the def2-TZVPD basis

XYZ file:
```
25
Properties=species:S:1:pos:R:3:nbo_charge:R:1
C -0.317 1.975 -2.454 -0.41
N 0.567 1.002 -1.747 -0.40
C 0.541 -0.412 -1.937 -0.22
C 0.169 0.216 -0.588 0.04
C 1.277 0.154 0.515 -0.41
C 1.410 -1.248 1.172 -0.48
C 0.349 -1.557 2.148 -0.08
C -0.830 -0.949 2.239 -0.13
N -1.321 0.212 1.428 -0.52
C -1.255 0.090 -0.092 -0.23
H 0.320 2.783 -2.881 0.24
H -0.875 1.313 -3.111 0.20
H -1.013 2.430 -1.636 0.17
H -0.354 -0.961 -2.437 0.18
H 1.472 -0.788 -2.092 0.21
H 0.989 1.069 1.202 0.18
H 2.269 0.562 0.040 0.28
H 1.555 -2.151 0.441 0.25
H 2.299 -1.291 1.620 0.24
H 0.466 -2.309 2.835 0.24
H -1.343 -1.321 3.095 0.25
H -2.281 0.341 1.491 0.45
H -0.684 0.965 1.518 0.45
H -1.797 0.881 -0.433 0.22
H -1.608 -1.004 -0.338 0.25
```

Summary:
Gap between HOMO and LUMO   9.30 eV
Total charge   +1
Lowest unoccupied orbital energy   -3.183 eV

---

(2)
Formula: C8H15N2
Source: OMol25
Level of theory: the ωB97M-V functional and the def2-TZVPD basis

XYZ file:
```
25
Properties=species:S:1:pos:R:3:nbo_charge:R:1
C -2.468 -0.435 0.909 0.34
C 0.850 -0.990 -0.356 -0.32
C 1.709 -0.164 0.509 -0.05
C -1.271 0.801 -0.581 -0.11
C -0.683 -0.581 -0.381 0.23
C 1.290 -0.901 -1.866 -0.61
C 2.048 -0.458 1.868 -0.69
C -0.539 2.105 -0.545 -0.63
N -2.403 0.768 0.392 -0.50
N -1.535 -1.250 0.526 -0.52
H -3.304 -0.739 1.413 0.23
H 0.909 -1.970 0.052 0.22
H 2.326 0.469 0.059 0.18
H -1.703 0.880 -1.724 0.24
H 1.164 0.043 -2.273 0.21
H 0.818 -1.610 -2.570 0.23
H 2.363 -1.208 -2.033 0.23
H 1.509 -1.349 2.236 0.21
H 1.652 0.317 2.547 0.24
H 3.158 -0.469 2.031 0.25
H -1.156 2.963 -0.817 0.24
H 0.226 2.186 -1.312 0.25
H -0.250 2.364 0.436 0.23
H -3.038 1.464 0.634 0.44
H -1.673 -2.235 0.846 0.46
```

Summary:
Gap between HOMO and LUMO (alpha / beta)   6.73 / 8.45 eV
Total charge   +1
Lowest unoccupied orbital energy (alpha / beta)   -4.329 / -3.286 eV

---

Last place for stability: (1)